1.
15
Properties=species:S:1:pos:R:3:forces:R:3:nbo_charge:R:1 method="wB97M-V/def2-TZVPD" orbital_gap_ev=9.63 e_homo_ha=-0.3401 charge=0 smiles="CN/C(=N/C=O)NO"
C -0.05030 -0.97990 1.99789 -1.02 -2.19 0.00 -0.4199
C -0.13641 0.13741 -0.17631 1.20 0.78 0.57 0.6193
C 1.21833 2.05881 -0.47616 0.91 -0.85 -1.35 0.5173
H 0.97544 -1.47370 2.08222 -1.47 0.83 0.12 0.2143
H -0.11351 -0.01731 2.46754 0.56 0.62 -0.28 0.2366
H -0.86034 -1.55600 2.59808 1.50 0.39 -1.27 0.2044
H -0.97457 -1.62449 0.13136 -0.99 -1.35 -0.61 0.4203
H 0.24154 0.26715 -2.06178 -1.19 0.70 0.54 0.4119
H -1.82304 -0.80861 -2.64794 3.09 -2.11 3.64 0.4943
H 1.64606 2.90490 0.22840 -0.64 -1.13 -1.91 0.1311
N -0.46450 -0.91813 0.55921 1.30 1.85 2.68 -0.5634
N -0.62925 0.13332 -1.47654 2.48 0.19 -0.78 -0.3433
N 0.64169 1.11042 0.34375 -1.21 -0.44 -1.03 -0.6742
O -1.08492 -1.15996 -1.83873 -4.01 1.67 -3.94 -0.5887
O 1.41378 1.92610 -1.73100 -0.52 1.04 3.63 -0.6601

2.
93
Properties=species:S:1:pos:R:3:forces:R:3:lowdin_charge:R:1 method="wB97M-V/def2-TZVPD" orbital_gap_ev="5.21 / 4.76" e_homo_ha="-0.0388 / -0.0323" charge=-2
Tl 0.81054 -0.77372 -0.76331 0.35 -0.13 0.06 0.5704
C 1.69368 0.59252 -3.91130 -0.20 -0.07 0.23 -0.1910
C 0.32499 1.30134 -3.89879 0.03 -0.03 0.15 -0.1996
N -0.45071 0.97580 -2.71262 -0.01 0.18 -0.21 -0.1124
C -1.31292 2.00926 -2.17450 0.14 0.04 0.04 -0.2886
C -0.53288 3.24731 -1.70569 0.15 -0.25 0.03 -0.4671
S 0.96423 2.89971 -0.72914 -0.09 0.07 -0.01 0.7886
C 2.29072 3.01883 -1.97755 -0.11 -0.20 0.04 -0.4498
C 3.09841 1.73896 -2.22665 -0.15 0.01 0.09 -0.2952
N 2.33050 0.56324 -2.60412 0.11 0.25 -0.18 -0.1305
H 2.32503 1.08092 -4.67063 0.03 -0.03 -0.05 0.1140
H 1.53301 -0.44452 -4.20942 0.01 0.02 -0.06 0.1017
H -0.19080 1.03279 -4.82841 -0.06 0.01 -0.06 0.1066
H 0.46564 2.38136 -3.92431 -0.01 0.00 -0.02 0.0847
H -0.94517 0.10598 -2.82921 -0.08 -0.14 0.02 0.0555
H -1.83802 1.57764 -1.31901 -0.02 -0.04 -0.06 0.0509
H -2.07773 2.35461 -2.89161 -0.03 0.02 -0.01 0.1123
H -1.17707 3.83482 -1.05105 -0.05 0.05 -0.05 0.0604
H -0.24040 3.88732 -2.54019 -0.06 0.05 0.01 0.0576
H 2.98197 3.77951 -1.61310 0.07 0.01 -0.06 0.0627
H 1.84562 3.39677 -2.89831 0.06 0.04 0.02 0.0537
H 3.62277 1.47909 -1.30775 0.03 -0.01 0.03 0.0685
H 3.85112 1.98687 -2.99515 0.03 0.03 -0.04 0.1103
H 2.93291 -0.24756 -2.51428 0.04 -0.06 0.07 0.0366
C 4.76936 -2.83575 1.66210 -0.08 0.12 -0.07 -0.1678
C 3.89732 -1.77460 1.00094 0.00 0.09 0.29 -0.8347
S 3.40556 -2.10386 -0.63273 -0.04 -0.09 -0.21 0.4616
C 3.50310 -0.68916 1.72461 0.17 -0.23 0.06 -0.8203
C 3.86792 -0.57396 3.19823 -0.03 -0.01 -0.14 -0.1530
S 2.52228 0.59975 1.09717 -0.22 0.03 -0.11 0.4852
H 4.95556 -3.64765 0.96215 -0.02 0.00 0.02 0.0345
H 4.29550 -3.25255 2.55931 0.03 0.02 -0.05 0.0661
H 5.73715 -2.41767 1.96599 -0.05 -0.04 0.01 0.0622
H 4.87389 -0.95305 3.40233 -0.06 0.02 0.01 0.0547
H 3.16847 -1.13790 3.83174 0.05 0.02 -0.03 0.0602
H 3.82448 0.46904 3.51290 -0.01 -0.02 0.01 0.0454
F -6.57284 3.20970 4.87927 -0.08 0.04 0.05 0.0142
C -5.47114 2.76259 4.21332 0.06 -0.03 -0.01 -0.3037
C -5.53427 2.62053 2.84559 0.11 -0.03 -0.13 -0.0298
C -4.40452 2.14988 2.17576 0.03 0.00 0.05 -0.1543
C -3.22968 1.83989 2.86128 -0.06 -0.04 0.01 -0.3932
C -3.21624 2.00862 4.24745 -0.06 0.03 -0.09 -0.1231
C -4.33662 2.46450 4.93740 0.13 -0.04 0.01 -0.0283
Sb -1.45435 1.11770 1.81090 -0.01 0.27 0.32 1.3050
C -0.30726 2.50576 3.12685 0.05 0.00 -0.07 -0.3741
C 0.72173 2.19683 4.01530 -0.06 -0.01 -0.03 -0.1174
C 1.42524 3.18962 4.69655 -0.02 -0.16 -0.02 -0.0260
C 1.09393 4.50468 4.46361 -0.07 -0.06 -0.03 -0.3037
F 1.77632 5.48250 5.12152 0.09 0.12 0.08 0.0136
C 0.09632 4.86984 3.58631 -0.10 -0.03 -0.12 -0.0331
C -0.59264 3.85805 2.92367 0.08 -0.05 0.09 -0.1490
C -1.22136 -0.61298 3.07527 0.06 -0.10 -0.09 -0.3738
C -2.33460 -1.26062 3.61379 0.08 0.02 0.01 -0.1349
C -2.19381 -2.42665 4.35859 -0.07 0.08 -0.03 -0.0241
C -0.92660 -2.94000 4.54619 -0.05 0.08 -0.04 -0.2966
F -0.78705 -4.07901 5.27704 0.00 -0.11 0.07 0.0194
C 0.19681 -2.35091 4.01366 0.05 0.11 -0.08 -0.0151
C 0.03897 -1.18350 3.26769 -0.03 0.03 0.01 -0.1286
H -6.45269 2.85550 2.32064 0.04 -0.01 0.01 0.1070
H -4.44921 1.98363 1.10461 -0.02 -0.02 0.07 0.0482
H -2.31163 1.78174 4.80280 -0.05 0.01 0.00 0.0998
H -4.33293 2.58817 6.01416 0.00 0.00 -0.04 0.1069
H 0.99605 1.15976 4.18030 0.01 0.07 0.01 0.0799
H 2.22661 2.94982 5.38591 -0.02 0.00 -0.03 0.1081
H -0.12277 5.91839 3.42077 0.00 -0.04 0.02 0.1055
H -1.38390 4.13799 2.23036 0.04 0.02 0.03 0.0910
H -3.32750 -0.86388 3.43068 0.06 -0.04 -0.01 0.0829
H -3.05310 -2.94213 4.77209 0.05 0.02 -0.01 0.1083
H 1.17129 -2.80205 4.16137 -0.04 0.02 -0.02 0.1087
H 0.91709 -0.72559 2.81652 -0.08 -0.05 0.02 0.0381
Cl -3.47101 -0.46164 0.34871 -0.05 -0.07 -0.11 -0.3322
C -1.96168 -2.92835 -2.26512 0.06 -0.02 -0.08 -0.0601
C -0.59538 -3.36095 -2.75651 -0.07 -0.07 -0.04 -0.4840
C -0.37169 -4.84709 -2.56453 0.07 0.00 -0.01 -0.0426
C 0.49671 -2.40153 -2.72114 -0.07 0.38 0.52 -0.2075
C -0.10497 -2.69250 -4.13799 -0.06 -0.09 -0.29 -0.3232
C 0.76535 -3.47858 -5.00329 0.02 0.05 0.01 -0.0440
C 0.76391 -3.35689 -6.37093 -0.11 0.12 -0.03 -0.1286
C -0.13575 -2.50105 -7.02889 -0.01 -0.02 0.14 -0.1356
C -1.03160 -1.75076 -6.23700 0.14 -0.05 0.00 -0.1290
C -1.02594 -1.82573 -4.87206 0.04 -0.01 0.12 -0.0481
H -2.01204 -3.10476 -1.18613 -0.02 0.03 -0.04 0.0787
H -2.76380 -3.49751 -2.74761 0.02 0.04 0.01 0.0854
H -2.15535 -1.86526 -2.39867 0.02 -0.06 0.06 0.0475
H -0.54887 -5.10098 -1.51484 0.02 0.01 -0.03 0.0835
H 0.64759 -5.14534 -2.81325 -0.06 0.01 0.03 0.0693
H -1.06576 -5.43412 -3.17515 0.00 0.00 0.03 0.0795
H 1.48058 -2.86007 -2.60393 0.05 -0.05 -0.14 0.0289
H 1.48831 -4.13538 -4.53386 -0.05 0.01 -0.02 0.0989
H 1.47317 -3.93694 -6.95308 -0.02 -0.02 0.02 0.0859
H -0.15882 -2.43003 -8.10892 0.04 0.01 0.02 0.0711
H -1.73469 -1.07851 -6.71954 -0.02 -0.04 0.01 0.0898
H -1.74796 -1.23585 -4.32216 0.03 0.00 0.01 0.0943